Entry 1:
C45H90O45 | ωB97M-V/def2-TZVPD

Atoms and positions in Å:
C1 0.8759 -0.2471 -29.2139
O1 2.0227 -0.8956 -29.6768
C2 3.0757 -0.1392 -30.1462
O2 3.2058 1.0659 -30.2516
O3 4.0028 -1.0600 -30.4067
C3 5.3877 -0.6471 -30.4888
H1 0.4619 0.4103 -29.9784
H2 1.0897 0.1807 -28.2344
H3 0.1904 -1.0892 -29.1184
H4 6.1401 -1.3332 -30.0999
H5 5.5590 0.2463 -29.8883
H6 5.5064 -0.3799 -31.5389
C4 -23.3786 -3.5170 -18.2436
O4 -22.0080 -3.6544 -18.5913
C5 -21.3490 -2.8727 -19.4588
O5 -21.8703 -1.9229 -20.1465
O6 -20.0621 -3.2770 -19.4070
C6 -19.1197 -2.7191 -20.2693
H7 -23.5962 -3.9112 -17.2509
H8 -24.0058 -4.0012 -18.9921
H9 -23.5955 -2.4521 -18.3280
H10 -18.7365 -3.5308 -20.8876
H11 -18.2938 -2.2658 -19.7212
H12 -19.4416 -2.0540 -21.0708
C7 2.5012 -2.2838 -22.5814
O7 3.7174 -2.5560 -23.1796
C8 4.6716 -1.6646 -23.1742
O8 4.6402 -0.5861 -22.5328
O9 5.6567 -2.1362 -24.0635
C9 6.9140 -1.5038 -24.0532
H13 1.8016 -1.5495 -22.9806
H14 2.6913 -1.9841 -21.5508
H15 2.0187 -3.2602 -22.5365
H16 7.1926 -1.4199 -25.1036
H17 7.6144 -1.9213 -23.3298
H18 6.7730 -0.4563 -23.7870
C10 -12.2912 4.0911 -19.8028
O10 -13.2365 4.8755 -20.4681
C11 -14.5144 4.5036 -20.5350
O11 -14.9912 3.4693 -20.0331
O12 -15.1869 5.3549 -21.3007
C12 -16.5868 5.2003 -21.6245
H19 -12.7454 3.6878 -18.8977
H20 -11.3324 4.5991 -19.6986
H21 -12.0988 3.1624 -20.3399
H22 -16.8298 6.1933 -21.2465
H23 -17.0805 4.5372 -20.9140
H24 -16.8402 5.1707 -22.6842
C13 -13.5015 1.8221 -31.5035
O13 -12.7329 2.9771 -31.2747
C14 -13.1893 3.9165 -30.4128
O14 -14.2633 4.0556 -29.8896
O15 -12.1719 4.7323 -30.1502
C15 -12.3510 5.7613 -29.1430
H25 -14.4829 2.0586 -31.9146
H26 -13.6156 1.2476 -30.5843
H27 -13.0075 1.2433 -32.2839
H28 -12.1864 5.4935 -28.0994
H29 -13.3222 6.2561 -29.1370
H30 -11.5918 6.5170 -29.3447
C16 -0.5042 5.9276 -25.1106
O16 0.1184 5.6038 -23.8932
C17 -0.2891 4.5869 -23.1073
O17 -1.2975 3.9207 -23.2633
O18 0.5800 4.6452 -22.1168
C18 0.4881 3.8966 -20.9294
H31 -1.5404 6.2655 -25.0920
H32 -0.4699 5.0454 -25.7497
H33 0.0355 6.6452 -25.7285
H34 1.4914 4.1972 -20.6276
H35 0.3179 2.8236 -21.0178
H36 -0.2520 4.1722 -20.1781
C19 -8.5092 -1.5323 -29.5040
O19 -8.2699 -0.1540 -29.3536
C20 -7.0763 0.4299 -29.4575
O20 -6.0373 -0.2135 -29.5518
O21 -7.2099 1.7389 -29.3005
C21 -5.9745 2.4998 -29.0161
H37 -9.1971 -1.8845 -28.7353
H38 -7.5900 -2.0415 -29.2143
H39 -8.8130 -1.8824 -30.4905
H40 -6.1265 3.5788 -29.0469
H41 -5.1778 2.2393 -29.7129
H42 -5.5675 2.1920 -28.0529
C22 -6.8343 -1.3935 -23.3700
O22 -8.1178 -0.7578 -23.6963
C23 -9.2147 -1.6052 -23.7840
O23 -9.2362 -2.8075 -24.0426
O24 -10.2422 -0.7905 -23.7432
C24 -11.5294 -1.0144 -24.2157
H43 -6.9788 -2.2043 -22.6560
H44 -6.2047 -0.6107 -22.9469
H45 -6.3769 -1.7978 -24.2730
H46 -12.0304 -1.8225 -23.6827
H47 -11.5596 -1.3713 -25.2451
H48 -12.0692 -0.0732 -24.1113
C25 -7.4261 6.0770 -23.7421
O25 -7.6605 7.3812 -23.3663
C26 -7.1801 8.4238 -24.0947
O26 -7.0687 8.4768 -25.3523
O27 -6.8558 9.4873 -23.3395
C27 -6.1909 10.6520 -23.8786
H49 -8.3115 5.5566 -23.3770
H50 -6.5815 5.7503 -23.1353
H51 -7.1646 5.8473 -24.7750
H52 -5.4829 11.0116 -23.1319
H53 -6.9685 11.4074 -23.9922
H54 -5.7512 10.4128 -24.8469
C28 -5.1093 -8.2013 -26.3722
O28 -6.0158 -8.8497 -27.2744
C29 -5.9626 -10.1669 -27.4024
O29 -5.1827 -11.0072 -26.9239
O30 -6.9884 -10.5105 -28.1130
C30 -7.2303 -11.9068 -28.5061
H55 -4.6255 -8.8893 -25.6789
H56 -5.6915 -7.4659 -25.8170
H57 -4.4573 -7.5980 -27.0040
H58 -6.5216 -12.3939 -29.1757
H59 -8.2109 -11.9280 -28.9816
H60 -7.0574 -12.3744 -27.5368
C31 -7.0068 7.7131 -13.3784
O31 -6.3130 6.8880 -14.2500
C32 -6.7715 5.5731 -14.3126
O32 -7.8094 5.1799 -13.8213
O33 -6.0941 4.9530 -15.2661
C33 -6.3980 3.5762 -15.5720
H61 -6.8758 7.5299 -12.3119
H62 -8.0722 7.7246 -13.6087
H63 -6.7108 8.7480 -13.5499
H64 -6.2032 3.4359 -16.6352
H65 -7.4211 3.2997 -15.3171
H66 -5.7560 2.8822 -15.0296
C34 -14.3940 -1.8729 -15.5831
O34 -13.0062 -1.5892 -16.0242
C35 -12.4567 -2.2221 -17.1103
O35 -11.4301 -1.7930 -17.6158
O36 -13.2029 -3.3059 -17.5399
C36 -12.8989 -4.0605 -18.6995
H67 -14.5896 -2.8775 -15.2082
H68 -15.0547 -1.5900 -16.4026
H69 -14.5254 -1.2127 -14.7258
H70 -12.0050 -4.6774 -18.6076
H71 -12.8139 -3.5513 -19.6595
H72 -13.7044 -4.7752 -18.8682
C37 0.7941 -1.3167 -13.6846
O37 -0.6139 -1.5048 -13.6176
C38 -1.2312 -2.1219 -14.5787
O38 -0.7288 -2.5267 -15.6224
O39 -2.4891 -2.2829 -14.2483
C39 -3.2417 -3.2009 -14.9553
H73 1.1285 -0.5514 -12.9841
H74 1.0703 -0.9096 -14.6573
H75 1.2704 -2.2951 -13.6212
H76 -4.2106 -3.0688 -14.4739
H77 -2.9851 -4.2354 -14.7273
H78 -3.2550 -2.9797 -16.0226
C40 -15.6197 -5.3888 -28.3812
O40 -16.4210 -4.3094 -27.8456
C41 -17.1687 -3.6238 -28.7794
O41 -17.0079 -3.8013 -29.9867
O42 -17.8425 -2.7161 -28.1780
C42 -18.5076 -1.6791 -28.8898
H79 -14.9196 -5.8989 -27.7196
H80 -14.9790 -5.0159 -29.1803
H81 -16.3220 -6.0865 -28.8376
H82 -19.2528 -2.1323 -29.5436
H83 -17.6863 -1.1682 -29.3923
H84 -18.9435 -0.9662 -28.1898
C43 -7.5703 -9.8344 -20.6776
O43 -6.7942 -10.3155 -19.6480
C44 -6.7738 -9.7274 -18.4087
O44 -7.4301 -8.7133 -18.1263
O45 -5.9761 -10.4053 -17.5485
C45 -5.3676 -11.6739 -17.8005
H85 -7.0773 -8.9669 -21.1164
H86 -8.5941 -9.6855 -20.3344
H87 -7.6152 -10.6052 -21.4470
H88 -6.1605 -12.4033 -17.9659
H89 -4.8542 -11.8113 -16.8489
H90 -4.6835 -11.5685 -18.6426

Computed properties:
- calculated total energy (hartree) = -5154.215821
- gap between HOMO and LUMO (eV) = 10.7155
- lowest unoccupied orbital energy (Ha) = 0.00472
- relative energy (zero: lowest compared OMol25 entry of this formula, charge and spin) (kJ/mol) = 906.3
- multiplicity = 1

=====

Entry 2:
C45H90O45 | ωB97M-V/def2-TZVPD

Atoms and positions in Å:
C1 2.4738 -16.1889 14.9302
O1 2.5467 -16.7422 16.2342
C2 2.0762 -18.0068 16.3583
O2 1.8044 -18.7834 15.4777
O3 1.8991 -18.2361 17.6875
C3 1.0355 -19.3628 17.9898
H1 1.9011 -16.6387 14.1192
H2 3.4814 -16.0399 14.5420
H3 2.1480 -15.1605 15.0865
H4 1.6071 -20.2889 18.0504
H5 0.1967 -19.5353 17.3155
H6 0.6387 -19.2085 18.9933
C4 -4.4058 -16.4283 20.7210
O4 -3.0381 -16.9255 20.4659
C5 -2.1691 -17.4642 21.3234
O5 -1.1468 -18.0604 20.9706
O6 -2.7627 -17.5817 22.5131
C6 -2.0557 -18.0590 23.6027
H7 -4.5862 -15.5065 20.1679
H8 -4.5315 -16.1853 21.7761
H9 -5.0752 -17.2082 20.3581
H10 -2.1031 -19.1434 23.7026
H11 -2.6205 -17.6584 24.4444
H12 -1.0062 -17.7708 23.6623
C7 5.6167 -19.3058 16.9254
O7 6.5748 -19.3550 15.8441
C8 6.5778 -18.4424 14.8683
O8 5.8960 -17.4017 14.8365
O9 7.5235 -18.7956 13.9972
C9 7.7373 -18.0286 12.7830
H13 4.7250 -19.8148 16.5596
H14 5.3118 -18.2990 17.2109
H15 5.9280 -19.6907 17.8965
H16 8.1471 -17.0457 13.0153
H17 6.8108 -17.9959 12.2097
H18 8.4392 -18.6266 12.2018
C10 4.2516 -14.9635 18.0361
O10 3.3663 -14.7545 19.1325
C11 3.4449 -13.7384 19.9611
O11 4.3283 -12.8861 19.8931
O12 2.4505 -13.7504 20.7828
C12 2.1543 -12.7000 21.6748
H19 3.6364 -14.6888 17.1793
H20 4.5799 -15.9937 17.8983
H21 5.1655 -14.3716 17.9856
H22 1.7007 -11.8441 21.1751
H23 3.0902 -12.4619 22.1802
H24 1.4897 -13.0246 22.4753
C13 -0.1100 -16.1747 18.4319
O13 -0.4018 -15.5180 17.2067
C14 -1.1336 -16.2162 16.2742
O14 -1.8399 -17.2900 16.4156
O15 -1.1562 -15.3678 15.1598
C15 -2.0771 -15.5609 14.0997
H25 0.8975 -16.3053 18.8269
H26 -0.4944 -17.1943 18.4577
H27 -0.5266 -15.6489 19.2910
H28 -1.7765 -16.4683 13.5758
H29 -1.9810 -14.7288 13.4023
H30 -3.1322 -15.5849 14.3722
C16 0.7858 -13.9686 12.1319
O16 -0.2082 -13.6753 11.0494
C17 0.1600 -13.8592 9.7798
O17 1.2994 -14.0670 9.3449
O18 -0.9988 -13.6426 9.1067
C18 -0.9881 -13.3377 7.7206
H31 0.9358 -15.0169 12.3902
H32 0.2786 -13.5100 12.9807
H33 1.7680 -13.5057 12.0368
H34 -1.9926 -13.0258 7.4347
H35 -0.5074 -14.1136 7.1248
H36 -0.4684 -12.3960 7.5439
C19 2.0499 -22.1339 14.2053
O19 0.9691 -23.0416 14.2598
C20 0.3617 -23.1543 15.3885
O20 0.5895 -22.4630 16.3809
O21 -0.5921 -24.1264 15.2777
C21 -1.4979 -24.4324 16.3759
H37 1.8214 -21.1704 14.6609
H38 2.2079 -21.9812 13.1377
H39 2.9423 -22.5165 14.7006
H40 -2.0685 -23.5581 16.6892
H41 -0.9868 -24.8233 17.2557
H42 -2.2320 -25.1247 15.9638
C22 -5.1745 -23.4854 13.9986
O22 -4.3621 -22.4169 13.6903
C23 -3.6626 -21.6915 14.5611
O23 -3.6017 -21.8419 15.8076
O24 -3.0475 -20.7419 13.8108
C24 -2.2021 -19.7541 14.3704
H43 -5.3949 -23.9877 13.0567
H44 -6.1677 -23.1958 14.3418
H45 -4.7526 -24.1148 14.7822
H46 -1.3133 -20.1297 14.8774
H47 -2.6443 -19.2429 15.2256
H48 -1.8658 -18.9738 13.6877
C25 -3.3490 -16.0259 10.1562
O25 -2.2599 -16.4701 10.9184
C26 -1.3530 -17.4163 10.5661
O26 -1.3749 -18.1065 9.5178
O27 -0.4734 -17.5832 11.6061
C27 0.3470 -18.7672 11.6513
H49 -3.8540 -15.2268 10.6987
H50 -4.0501 -16.8291 9.9292
H51 -2.9606 -15.5355 9.2636
H52 -0.2255 -19.6907 11.5643
H53 0.6361 -18.7897 12.7020
H54 1.1791 -18.8300 10.9501
C28 3.4389 -9.2983 16.0057
O28 2.9524 -10.1301 14.9266
C29 2.3134 -11.3233 15.0329
O29 2.2163 -12.1291 14.0835
O30 1.9260 -11.5714 16.3376
C30 1.1465 -12.7017 16.5253
H55 2.6964 -9.0373 16.7597
H56 3.9191 -8.3633 15.7173
H57 4.1188 -9.8160 16.6822
H58 0.2949 -12.8427 15.8597
H59 0.7575 -12.7869 17.5400
H60 1.7175 -13.5770 16.2154
C31 3.0389 -18.0537 20.7451
O31 1.9675 -18.2808 21.5561
C32 1.7411 -19.5116 21.9778
O32 2.4361 -20.5220 21.7678
O33 0.6527 -19.5453 22.7199
C33 0.0787 -20.7859 23.0989
H61 2.8683 -17.1350 20.1839
H62 3.0544 -18.8018 19.9525
H63 3.9795 -18.0287 21.2954
H64 -0.7371 -20.5257 23.7733
H65 0.7351 -21.4464 23.6654
H66 -0.2529 -21.3344 22.2173
C34 5.5216 -12.9353 14.9108
O34 5.5847 -12.1344 16.0592
C35 6.4014 -12.3604 17.0075
O35 7.2584 -13.2494 16.9949
O36 6.2729 -11.3828 17.8761
C36 6.9261 -11.3842 19.1158
H67 4.9160 -13.8151 15.1284
H68 6.4553 -13.2478 14.4431
H69 4.9521 -12.3985 14.1521
H70 6.2067 -11.3725 19.9346
H71 7.4999 -10.4698 19.2662
H72 7.5871 -12.2254 19.3245
C37 4.3047 -10.9975 9.7803
O37 5.1386 -11.7949 10.5572
C38 4.8316 -13.0286 10.9756
O38 3.7904 -13.6337 10.6869
O39 5.8094 -13.5600 11.7720
C39 5.7720 -14.8764 12.2211
H73 3.2403 -11.0151 10.0143
H74 4.2613 -11.3022 8.7346
H75 4.6299 -9.9592 9.7151
H76 5.5356 -15.5907 11.4324
H77 4.9715 -15.0614 12.9374
H78 6.6999 -15.2730 12.6333
C40 3.2755 -22.5192 19.0436
O40 2.0439 -22.8269 19.6768
C41 1.8877 -23.9606 20.3448
O41 2.7653 -24.7966 20.5297
O42 0.7037 -23.9763 21.0423
C42 -0.4618 -23.1955 20.5517
H79 4.0176 -22.1507 19.7518
H80 3.2642 -21.7326 18.2890
H81 3.5430 -23.4000 18.4599
H82 -0.8265 -23.8123 19.7304
H83 -0.3057 -22.2262 20.0782
H84 -1.2040 -23.1224 21.3466
C43 4.4322 -18.7371 8.6282
O43 3.8983 -18.5649 9.9150
C44 3.4885 -17.4052 10.3342
O44 3.4996 -16.4051 9.6295
O45 3.3286 -17.3779 11.7221
C45 3.5594 -18.4755 12.5479
H85 5.1531 -17.9803 8.3188
H86 3.6703 -18.6521 7.8534
H87 5.0025 -19.6512 8.4633
H88 3.1133 -19.4534 12.3667
H89 3.2352 -18.2649 13.5670
H90 4.6266 -18.6938 12.5872

Computed properties:
- calculated total energy (hartree) = -5154.277099
- gap between HOMO and LUMO (eV) = 10.2024
- lowest unoccupied orbital energy (Ha) = 0.01191
- relative energy (zero: lowest compared OMol25 entry of this formula, charge and spin) (kJ/mol) = 745.4
- multiplicity = 1